16
Properties=species:S:1:pos:R:3 method="wB97M-V/def2-TZVPD" homo_lumo_gap_ev=9.6 e_homo_ev=-8.678 de_lowest_kcal_mol=109.80
C 2.6107 -0.5044 1.2538
C 1.5156 -0.1761 0.3787
N 0.2665 -0.4840 0.5685
O 0.2014 -1.3807 1.6987
H 3.4831 0.0838 1.1099
H 2.9175 -1.5316 1.1780
H 2.3484 -0.4743 2.3318
H 1.5847 0.2284 -0.6155
H -0.6365 -1.2877 2.0401
C -1.9102 0.5488 -0.3967
C -2.0008 0.6801 -1.6927
O -1.6813 1.7964 -2.5083
H -1.6267 1.3126 0.2869
H -2.3341 -0.4025 -0.0235
H -2.4294 -0.2003 -2.3557
H -2.3088 1.7915 -3.2541

16
Properties=species:S:1:pos:R:3 method="wB97M-V/def2-TZVPD" homo_lumo_gap_ev=9.0 e_homo_ev=-8.512 de_lowest_kcal_mol=103.18
N -1.4923 1.3511 -0.4708
C -0.4593 1.9093 -1.0863
O -0.4211 2.9380 -1.8163
C 0.8945 1.7108 -1.3858
C 1.2290 -0.7501 0.7057
C 0.2148 -1.8748 0.7091
O -1.0891 -1.2992 0.6191
H -2.4126 1.7157 -0.6684
H -1.3968 0.4342 -0.0330
H 1.2551 -0.2520 -0.2717
H 1.5140 2.2894 -0.6868
H 2.2299 -1.1396 0.9140
H 0.9792 -0.0152 1.4784
H 0.3937 -2.5480 -0.1404
H 0.2947 -2.4635 1.6337
H -1.7338 -2.0061 0.4994

16
Properties=species:S:1:pos:R:3 method="wB97M-V/def2-TZVPD" homo_lumo_gap_ev=8.4 e_homo_ev=-7.472 smiles="C=C(N)OCCO" de_lowest_kcal_mol=83.60
C -1.3626 -0.8039 0.1053
C -1.0976 0.3469 0.7464
N -1.3674 0.5689 2.0734
O -0.4560 1.3411 0.0488
C 0.3604 0.6133 -1.2257
C 1.5084 -0.3920 -0.9326
O 2.1909 0.0491 0.2132
H -1.6187 -1.6864 0.6524
H -1.7136 -0.7699 -0.9257
H -1.0936 1.4156 2.5370
H -2.0574 -0.0238 2.5102
H -0.2625 0.1663 -2.0447
H 0.7425 1.5616 -1.5010
H 1.1658 -1.4344 -0.8433
H 2.1885 -0.3567 -1.8240
H 2.8730 -0.5956 0.4101

16
Properties=species:S:1:pos:R:3 method="wB97M-V/def2-TZVPD" homo_lumo_gap_ev=9.6 e_homo_ev=-9.458 de_lowest_kcal_mol=104.79
C 0.3769 -0.1689 1.5355
C -0.6587 0.0795 0.4507
O -1.6580 1.0208 0.8068
N -1.2403 -1.0945 -0.0746
H -1.4849 1.4589 1.6500
H -2.2552 -1.0073 -0.1440
H -0.1212 -0.4347 2.4717
H 1.0553 -0.9822 1.2763
H 0.9681 0.7344 1.7099
C 1.3209 -0.1589 -1.3159
C -0.0875 0.3702 -1.0906
O -1.0745 -0.4003 -1.6994
H -0.1380 1.4343 -1.3831
H 1.5581 -0.0146 -2.3745
H 1.3804 -1.2254 -1.0933
H 2.0587 0.3887 -0.7257

16
Properties=species:S:1:pos:R:3 method="wB97M-V/def2-TZVPD" homo_lumo_gap_ev=8.9 e_homo_ev=-8.191 de_lowest_kcal_mol=38.18
C 1.4558 -0.5357 -0.8952
C 0.9175 -0.4428 0.5043
C 0.4747 0.7015 1.0593
N 0.3196 1.9037 0.4156
H 2.4309 -0.0532 -0.9826
H 0.7780 -0.0550 -1.6029
H 1.5697 -1.5769 -1.1906
H 1.1195 -1.2799 1.1570
H 0.1824 0.7176 2.1012
H 0.4153 1.8628 -0.5894
H -0.4873 2.4393 0.7013
O -2.3567 0.6878 0.2914
C -1.9024 -0.4156 0.1499
O -1.6814 -0.9431 -1.0660
H -1.8712 -1.1568 0.9737
H -1.3644 -1.8538 -1.0270

16
Properties=species:S:1:pos:R:3 method="wB97M-V/def2-TZVPD" homo_lumo_gap_ev=10.5 e_homo_ev=-9.534 smiles="COCCNC=O" de_lowest_kcal_mol=54.99
C -2.3795 0.2451 0.9279
O -1.2483 -0.4063 0.4441
C -0.6612 0.2821 -0.6160
C 0.6086 -0.4245 -0.9110
N 1.4556 -0.4317 0.4415
C 2.7143 -0.1076 0.1167
O 2.9715 0.1824 -1.0379
H -2.1255 1.2495 1.2996
H -3.1435 0.3430 0.1427
H -2.7627 -0.3667 1.7435
H -0.4115 1.3258 -0.3443
H -1.3205 0.3269 -1.5012
H 1.0174 0.0728 -1.8250
H 0.5237 -1.4730 -1.1905
H 1.2556 -0.7087 1.4253
H 3.5062 -0.1090 0.8846

Calculated calculated total energy in order - -9875.2993; -9875.5864; -9876.4352; -9875.5166; -9878.4051; -9877.6760 eV